21
Properties=species:S:1:pos:R:3:forces:R:3 method="wB97M-V/def2-TZVPD" total_charge=+2 multiplicity=1 orbital_gap_ev="7.694 / 7.702" energy_ev=-12430.9097 relative_energy_ev=2.110
C 1.871 -0.322 0.210 1.223 2.713 0.289
C -1.834 -1.747 -0.349 -2.732 0.253 0.514
C -0.887 -1.054 0.504 0.438 1.264 -2.870
C -0.594 0.390 0.137 0.022 1.835 -0.315
C 0.879 0.835 0.353 -0.197 -1.522 0.515
N 1.561 -1.514 0.018 -0.799 -4.163 -1.087
N 1.188 1.971 -0.561 -0.341 -2.805 -1.075
O 1.955 -2.645 -0.237 -0.592 2.490 0.875
O 3.121 0.116 0.290 1.024 -0.382 0.345
H -2.835 -1.512 0.086 0.145 0.350 0.574
H -2.093 -1.351 -1.317 1.054 -0.136 -0.784
H -2.016 -2.800 -0.231 0.870 -0.846 -0.190
H 0.211 -1.390 0.092 0.596 -1.124 0.182
H -0.984 -1.173 1.539 0.413 -0.763 1.529
H -1.141 0.903 0.944 -0.365 0.624 -0.887
H -0.838 0.751 -0.959 -0.259 -1.166 2.259
H 1.141 1.290 1.315 -0.512 -0.422 0.264
H 0.677 2.705 -0.205 -1.615 2.731 0.760
H 0.933 1.822 -1.539 0.071 -0.033 -0.202
H 2.135 2.191 -0.485 2.478 0.701 -0.077
H 3.823 -0.491 0.661 -0.921 0.401 -0.621



22
Properties=species:S:1:pos:R:3:forces:R:3 method="wB97M-V/def2-TZVPD" multiplicity=1 orbital_gap_ev=8.813 energy_ev=-14499.5382 relative_energy_ev=3.967
C -1.148 -0.060 -0.216 0.398 -0.115 -0.003
C 1.272 0.248 -0.064 -0.319 1.371 0.720
C 0.117 0.156 -1.072 0.079 0.048 0.192
C 1.956 -1.076 0.211 -0.018 0.227 0.021
C -0.562 0.074 1.226 -1.056 1.343 1.126
N -1.742 -1.364 -0.443 0.051 0.158 0.080
N -2.102 1.032 -0.393 0.038 -0.156 0.131
O -0.287 1.650 1.546 -1.312 -1.034 0.422
O 2.191 1.237 -0.545 0.550 0.026 -0.641
O -0.586 -0.684 2.135 0.294 0.690 -0.783
H -0.849 2.111 0.891 -0.022 -0.109 0.095
H 3.086 1.062 -0.233 -0.195 -0.095 0.081
H 0.724 1.137 0.899 1.482 -2.333 -1.480
H -1.036 -2.092 -0.433 0.007 0.036 -0.018
H -2.406 -1.590 0.291 0.018 -0.002 -0.004
H -2.376 1.080 -1.368 0.075 -0.029 0.028
H -2.947 0.859 0.145 0.016 -0.010 -0.032
H 0.039 1.109 -1.596 0.021 -0.023 0.007
H 0.240 -0.635 -1.816 -0.041 -0.025 0.002
H 2.473 -1.433 -0.685 0.015 0.060 -0.064
H 1.251 -1.851 0.510 -0.050 0.027 0.097
H 2.690 -0.970 1.013 -0.032 -0.055 0.024



22
Properties=species:S:1:pos:R:3:forces:R:3 method="wB97M-V/def2-TZVPD" multiplicity=1 orbital_gap_ev=10.035 energy_ev=-14501.3028 relative_energy_ev=2.203
C 1.375 -2.408 -0.502 0.261 -0.041 0.009
C 0.108 -1.607 -0.369 -0.494 0.053 -0.379
N -0.333 -1.190 0.956 0.068 -0.019 0.490
C 0.053 -0.161 -0.004 0.186 0.675 0.433
C 1.327 0.595 0.339 0.061 -0.383 -0.427
O 1.162 1.433 1.469 -0.075 0.267 0.379
C -1.100 0.628 -0.636 -1.220 -2.308 -1.921
N -1.511 2.054 0.600 0.552 0.355 0.315
O -2.209 0.061 -0.794 0.978 0.713 0.623
H 2.064 -2.230 0.333 -0.212 -0.058 -0.196
H 1.137 -3.480 -0.522 0.073 0.274 0.019
H 1.890 -2.153 -1.439 -0.107 -0.113 0.201
H -0.692 -1.918 -1.047 0.170 0.169 0.175
H -1.349 -1.232 1.021 0.097 0.049 -0.209
H 2.153 -0.107 0.521 -0.259 0.101 -0.077
H 1.622 1.234 -0.501 -0.147 -0.066 0.230
H 0.982 0.863 2.229 0.018 -0.025 -0.126
H -0.654 2.452 0.993 -0.272 -0.056 -0.026
H -2.081 1.650 1.341 0.088 0.092 -0.237
O -0.589 1.326 -1.722 0.335 0.673 0.488
H -2.043 2.752 0.084 0.089 -0.226 0.126
H -1.313 1.441 -2.349 -0.191 -0.125 0.111



22
Properties=species:S:1:pos:R:3:forces:R:3 method="wB97M-V/def2-TZVPD" multiplicity=1 orbital_gap_ev=9.811 energy_ev=-14500.8969 relative_energy_ev=2.609
C -3.062 -0.632 -0.532 -0.143 -0.058 -0.066
C -1.652 -0.134 -0.264 0.200 -0.206 -0.203
O -1.645 1.157 0.328 -0.079 0.244 0.016
C -0.874 -1.112 0.595 -0.191 0.052 0.354
N -0.121 -2.156 -0.076 -0.137 -0.261 -0.367
C 0.613 -1.152 0.678 -0.553 1.095 0.815
C 1.553 -0.283 -0.141 4.030 -3.429 -0.350
O 2.741 -0.241 0.212 -2.072 0.762 0.061
O 1.325 -0.393 -1.484 -0.597 0.937 -0.089
H -3.594 0.064 -1.193 0.119 -0.179 0.199
H -3.027 -1.618 -1.015 -0.030 0.231 0.125
H -3.626 -0.729 0.409 0.103 0.015 -0.199
H -1.131 -0.011 -1.222 -0.080 0.028 0.278
H -2.167 1.154 1.137 -0.072 -0.104 -0.005
H -1.386 -1.398 1.520 0.051 0.079 -0.202
H -0.162 -3.057 0.390 0.072 0.175 -0.036
H 1.024 -1.439 1.649 0.035 0.169 -0.389
H 0.694 -1.125 -1.614 -0.040 0.233 0.160
N 1.269 1.991 0.305 -0.989 0.281 -0.088
H 0.275 2.234 0.270 0.532 0.095 0.076
H 1.657 2.176 1.227 -0.062 -0.024 -0.394
H 1.789 2.479 -0.421 -0.097 -0.135 0.304



25
Properties=species:S:1:pos:R:3:forces:R:3 method="wB97M-V/def2-TZVPD" multiplicity=1 orbital_gap_ev=9.525 energy_ev=-38216.7599 relative_energy_ev=0.000
C -0.416 -1.659 -0.786 -0.628 -2.546 0.599
C -1.596 -0.773 -0.336 -1.509 0.976 0.190
C -1.317 0.270 0.805 2.308 -0.883 -0.496
C -2.532 0.967 1.271 0.247 2.395 0.960
S -0.254 1.656 0.191 1.436 0.321 -3.629
O -0.072 2.672 1.170 0.044 -0.369 0.537
O -0.652 2.100 -1.168 -0.166 -0.673 1.882
N 1.397 1.049 -0.319 -1.499 0.907 -0.032
O 1.786 1.338 -1.669 -2.008 1.018 0.457
C 1.977 -0.052 0.248 0.192 1.322 1.567
O 1.630 -0.422 1.374 0.332 -0.174 -1.093
N 3.049 -0.475 -0.449 0.352 -1.285 0.488
S 3.935 -1.836 0.034 -0.077 -1.168 1.266
H -0.465 -1.841 -1.895 -0.421 -0.486 1.179
H 0.593 -1.267 -0.711 -0.462 0.242 0.414
H -0.429 -2.675 -0.093 0.162 2.397 -2.196
H -2.172 -0.304 -1.231 1.404 -0.250 1.458
H -2.465 -1.304 0.162 1.223 -0.274 -0.652
H -0.674 -0.138 1.655 -0.843 0.288 -1.200
H -2.259 1.835 1.958 -0.403 -0.910 -1.105
H -3.089 1.303 0.411 -0.359 0.410 -0.156
H -3.158 0.373 1.872 -0.734 -1.216 0.603
H 1.031 1.977 -1.960 1.296 -1.387 0.597
H 3.138 -0.352 -1.430 -0.490 0.609 -0.682
H 3.012 -2.443 0.894 0.603 0.737 -0.958



20
Properties=species:S:1:pos:R:3:forces:R:3 method="wB97M-V/def2-TZVPD" multiplicity=1 orbital_gap_ev=9.212 energy_ev=-19190.9688 relative_energy_ev=3.747
C 3.773 0.606 -0.254 1.190 1.608 3.449
C 0.210 -0.745 0.285 2.127 -1.237 0.168
C -0.997 -0.163 -0.072 -5.861 2.167 -0.087
C -1.870 -1.168 -0.731 -5.118 -2.676 -2.754
C -1.680 0.460 1.220 0.172 -3.583 2.162
H 3.066 1.462 0.099 1.688 -1.059 -1.120
H 4.762 0.586 0.658 -2.844 0.132 -3.464
H 3.971 0.524 -1.324 0.847 1.013 0.391
H 0.067 -1.753 0.759 1.091 0.730 -0.265
H -1.828 -1.125 -1.926 0.769 -0.371 2.658
H -1.990 -2.334 -0.396 0.951 2.924 -0.516
H -3.014 -0.827 -0.674 2.208 -0.511 0.288
H -2.788 0.480 1.072 0.991 0.793 0.059
H -1.131 1.367 1.573 -0.830 -0.647 -0.395
H -1.584 -0.388 2.113 -0.150 2.156 -1.883
H -1.850 1.489 -0.958 2.121 -0.783 0.097
H -0.186 1.396 -0.399 -0.565 1.531 -1.640
N 1.188 -0.052 -0.094 3.207 -1.370 0.547
N -0.905 0.975 -1.024 -0.168 0.388 1.437
S 2.786 -0.789 0.070 -1.823 -1.206 0.867



20
Properties=species:S:1:pos:R:3:forces:R:3 method="wB97M-V/def2-TZVPD" total_charge=+1 multiplicity=1 orbital_gap_ev=8.183 energy_ev=-9839.0585 relative_energy_ev=5.153
C -0.276 0.065 -1.257 2.392 1.430 -2.342
C 0.203 -0.654 1.206 -2.796 -1.064 0.733
C -0.457 0.496 1.045 -4.001 -3.601 0.785
C 1.611 -0.857 1.046 3.592 -0.859 0.251
C -1.984 0.698 1.321 2.534 -1.363 3.288
N 0.604 0.575 -1.936 -0.747 -0.877 1.759
N -1.325 -0.599 -1.577 -2.562 -1.789 1.397
N 1.850 0.966 -2.050 -0.159 -0.626 1.087
H -0.461 -1.465 1.576 0.811 -0.013 -0.485
H 0.120 1.281 0.955 2.525 4.506 -0.856
H 1.855 -1.778 0.338 -0.403 1.971 1.331
H 2.089 -1.154 2.096 -0.821 0.661 -2.230
H 2.098 0.133 0.666 -0.531 -1.923 0.675
H -2.029 0.979 2.446 -0.173 0.206 -1.942
H -2.620 -0.183 1.309 0.353 -0.490 -0.348
H -2.374 1.397 0.676 -0.981 1.926 -1.057
H -1.982 -0.887 -0.827 0.597 0.522 -0.899
H -1.457 -1.044 -2.482 0.339 0.153 0.222
H 1.869 1.639 -2.760 1.010 1.046 -0.990
H 2.667 0.392 -1.792 -0.980 0.182 -0.378



20
Properties=species:S:1:pos:R:3:forces:R:3 method="wB97M-V/def2-TZVPD" total_charge=+1 multiplicity=1 orbital_gap_ev="6.997 / 6.995" energy_ev=-9838.2143 relative_energy_ev=5.998
C 2.872 -0.429 -0.041 0.314 0.999 -1.986
C 1.762 -1.084 0.581 -3.787 0.584 -2.075
C -2.759 0.204 0.504 2.375 -3.373 -2.460
C 0.115 1.969 -0.619 -2.543 0.888 2.955
C 0.451 -0.967 0.118 4.885 -1.132 -0.675
N -2.952 -1.012 -0.088 -0.037 -0.414 -0.106
N -1.656 0.798 0.359 -0.597 1.400 -0.608
N -0.466 0.902 0.249 1.167 1.243 1.493
H 2.485 0.309 -0.844 1.102 -0.856 1.573
H 3.483 -0.071 0.761 0.493 1.229 0.207
H 1.854 -1.596 1.487 0.492 -0.601 1.425
H -3.528 0.626 0.992 -2.479 1.657 1.749
H 1.091 1.710 -0.846 1.583 -0.509 -0.800
H -0.600 2.175 -1.394 0.216 0.474 -0.678
H 0.170 2.811 0.182 -0.117 -1.041 -1.618
H -0.123 -1.519 0.758 -2.532 -1.150 0.954
H 0.303 -0.860 -0.959 -0.267 0.228 0.285
H -3.918 -1.398 -0.059 1.519 0.236 -0.275
H -2.147 -1.496 -0.576 -1.852 0.747 0.915
H 3.564 -1.073 -0.565 0.065 -0.609 -0.274



22
Properties=species:S:1:pos:R:3:forces:R:3 method="wB97M-V/def2-TZVPD" total_charge=+1 multiplicity=1 orbital_gap_ev=8.925 energy_ev=-13934.0087 relative_energy_ev=4.099
C -1.389 -1.985 1.114 0.332 0.300 -0.093
C -1.806 -0.378 1.060 -0.560 -1.250 0.755
O -0.535 0.385 0.997 -1.174 1.722 -2.343
C -0.603 1.455 -0.024 0.099 1.877 0.870
N -0.398 0.872 -1.434 3.264 -2.940 2.314
C 0.902 0.106 -1.326 0.751 2.725 1.173
N 1.073 -1.248 -1.471 0.142 -0.286 -1.238
N 2.145 0.927 -0.963 -4.469 -3.489 0.000
C 1.805 1.810 0.219 1.103 2.712 1.725
O 0.481 2.463 0.139 0.064 -3.734 -0.172
H -0.224 -2.085 1.319 -2.416 0.398 -0.302
H -1.927 -2.524 2.014 0.970 1.023 -2.143
H -1.606 -2.499 0.069 0.222 0.912 2.325
H -2.510 -0.150 0.134 1.491 -0.434 1.944
H -2.371 -0.088 2.065 1.244 -0.484 -2.289
H -1.618 2.077 0.038 2.295 -1.540 -0.271
H -1.205 0.275 -1.718 1.070 0.210 0.264
H 0.649 -1.966 -0.821 -0.061 1.521 -1.314
H 1.723 -1.631 -2.218 -0.755 0.841 1.691
H 2.871 0.210 -0.676 -1.076 1.161 -0.445
H 2.604 2.696 0.214 -2.027 -1.865 -0.068
H 1.938 1.277 1.269 -0.508 0.618 -2.386



21
Properties=species:S:1:pos:R:3:forces:R:3 method="wB97M-V/def2-TZVPD" multiplicity=1 orbital_gap_ev=9.143 energy_ev=-11330.1351 relative_energy_ev=10.086
C 2.154 -1.197 -0.262 3.596 1.337 0.593
C 0.670 -0.923 -0.198 2.717 -7.821 7.844
C -0.022 -1.082 1.278 -2.611 -2.494 0.962
C -0.063 -1.376 -1.458 -0.125 1.351 1.891
C -0.953 0.693 -0.238 0.952 0.718 -1.640
H 3.079 -0.549 0.199 -2.812 -0.831 0.338
H 2.373 -0.812 -1.223 0.401 -0.416 -1.736
H 2.581 -2.208 -0.139 -1.001 0.239 -0.148
H -1.148 -0.855 1.192 1.603 0.112 -0.248
H 0.260 -0.408 2.217 0.168 -1.954 -2.494
H -0.266 -2.221 1.573 1.597 2.243 -0.402
H -1.032 -1.838 -1.483 -0.441 0.302 0.746
H 0.478 -1.588 -2.338 0.885 0.133 -0.622
H -2.080 0.096 -1.555 -0.201 -1.256 -1.795
H -1.466 2.572 0.249 2.991 -3.115 2.643
H 1.482 0.989 0.595 -3.811 2.889 2.995
H 0.519 1.392 2.662 0.128 1.159 -5.366
N 0.183 0.017 -0.881 -4.129 6.635 -4.035
N -2.056 0.676 -0.778 -2.888 0.665 0.105
N -0.882 1.623 0.810 1.947 1.913 -1.154
N 0.541 1.789 1.323 1.034 -1.809 1.521



21
Properties=species:S:1:pos:R:3:forces:R:3 method="wB97M-V/def2-TZVPD" multiplicity=1 orbital_gap_ev=8.713 energy_ev=-11336.2494 relative_energy_ev=3.972
C -1.253 -0.837 1.075 3.738 0.037 1.930
C -0.802 -0.002 -0.108 2.235 -0.301 -1.283
C -1.425 1.381 -0.256 -2.053 -0.311 0.411
C -1.071 -0.913 -1.331 -0.364 -2.100 2.265
N 0.717 0.212 -0.080 -2.839 -0.117 0.437
N 1.441 0.230 -1.163 -0.532 0.333 -1.327
N 2.640 0.443 -0.960 0.040 -0.947 1.128
C 2.744 0.493 0.563 0.959 4.026 -1.403
N 1.472 0.184 1.128 -1.025 -2.496 0.489
H -0.495 -1.673 1.419 -1.026 1.588 -1.050
H -1.326 -0.219 1.977 -0.808 -0.271 -0.174
H -2.038 -1.407 0.731 -2.403 -0.774 0.077
H -1.136 1.842 -1.195 0.813 0.303 0.243
H -1.365 2.057 0.661 0.130 -0.949 -1.363
H -2.496 1.179 -0.514 0.347 0.305 0.797
H -0.888 -0.554 -2.262 1.133 1.552 -2.584
H -0.487 -1.864 -1.206 -0.311 0.874 -0.115
H -2.106 -1.255 -1.419 -0.207 0.276 0.604
H 3.579 -0.099 0.747 1.201 -0.973 1.229
H 2.970 1.633 0.705 -0.138 -1.956 0.338
H 1.325 -0.830 1.487 1.109 1.900 -0.650



22
Properties=species:S:1:pos:R:3:forces:R:3 method="wB97M-V/def2-TZVPD" total_charge=+1 multiplicity=1 orbital_gap_ev="7.101 / 7.103" energy_ev=-12819.9535 relative_energy_ev=5.007
C 0.091 -1.357 0.814 -0.170 -0.260 0.052
C -2.383 0.994 -2.244 0.820 0.002 -0.129
C 1.222 0.035 2.490 -0.175 -0.194 -0.012
C 2.400 -0.671 0.329 -0.088 -0.110 0.024
C 1.129 -0.589 1.130 0.363 -0.024 0.021
N -0.756 -2.159 0.570 0.056 -0.415 0.126
N -1.734 0.961 -1.126 -1.415 -0.042 0.698
N -3.707 1.024 -2.259 -0.238 0.024 -0.014
N 0.302 1.067 -0.088 0.161 0.462 -0.748
N -0.397 0.937 -1.135 1.042 0.021 -0.202
H -1.876 0.998 -3.213 -0.109 0.005 0.013
H 1.406 1.104 2.405 0.047 0.231 -0.002
H 0.324 -0.137 3.077 -0.030 0.077 0.093
H 2.070 -0.403 3.016 0.012 0.042 0.079
H 2.829 0.324 0.237 0.054 0.092 -0.039
H 2.229 -1.081 -0.662 0.038 -0.028 -0.119
H 3.118 -1.308 0.843 0.047 -0.054 0.008
H -4.220 1.129 -3.118 0.078 -0.042 0.054
H -4.210 1.068 -1.386 -0.014 0.012 -0.048
H -0.280 1.389 0.689 -0.296 -0.186 -0.102
H -1.644 -2.115 0.101 -0.122 0.293 -0.128
H 0.114 0.738 -2.006 -0.063 0.094 0.375